Record 1
# C62H124F18N6O14

12 unconnected molecules or ions with the total composition C62H124F18N6O14 (ωB97M-V/def2-TZVPD, the Open Molecules 2025 dataset).

Geometry as XYZ:
```
224
Properties=species:S:1:pos:R:3:lowdin_charge:R:1
C 4.950 0.568 -1.346 0.040
C 4.923 0.963 0.129 -0.513
O 4.670 2.123 0.507 -0.002
N 5.102 -0.022 0.983 0.040
H 5.142 -0.980 0.594 0.106
H 3.953 2.338 1.893 0.104
C 5.274 0.168 2.384 -0.061
H 5.291 -0.446 -1.498 0.067
H 5.538 1.254 -1.937 0.094
H 3.962 0.662 -1.741 0.047
H 5.997 -0.552 2.778 0.089
H 4.370 0.081 2.922 0.063
H 5.645 1.243 2.532 0.120
C 0.522 -4.212 8.416 0.005
C 0.947 -4.742 7.032 -0.499
O 0.570 -4.430 5.940 0.045
N 1.769 -5.918 7.027 -0.014
H 2.055 -5.994 6.084 0.101
H 5.629 -2.719 -1.034 0.077
C 2.806 -6.186 8.000 -0.106
H -0.140 -5.018 8.834 0.101
H -0.088 -3.294 8.276 0.089
H 1.435 -4.073 9.041 0.083
H 3.448 -7.030 7.653 0.097
H 2.400 -6.527 8.920 0.068
H 3.448 -5.326 8.025 0.079
C -4.038 5.484 -4.914 -0.064
C -4.154 3.998 -5.145 -0.217
C -3.717 3.022 -4.095 -0.142
N -3.649 1.622 -4.592 -0.213
C -3.084 1.392 -5.997 0.043
C -5.034 0.866 -4.396 -0.072
C -5.069 0.325 -3.025 -0.142
C -3.661 0.569 -2.406 -0.113
C -2.806 0.883 -3.617 -0.133
H -4.366 5.821 -3.987 0.048
H -4.453 6.041 -5.707 0.066
H -2.994 5.701 -4.891 0.072
H -3.461 3.889 -5.965 0.096
H -5.075 3.553 -5.535 0.113
H -4.377 2.908 -3.249 0.131
H -2.668 3.211 -3.797 0.099
H -3.210 0.339 -6.224 0.103
H -2.124 1.837 -5.960 0.068
H -3.636 1.943 -6.760 0.097
H -5.214 0.242 -5.248 0.122
H -5.745 1.695 -4.416 0.121
H -5.309 -0.746 -3.138 0.106
H -5.903 0.725 -2.425 0.124
H -3.329 -0.285 -1.895 0.078
H -3.676 1.439 -1.715 0.104
H -2.671 -0.119 -4.110 0.126
H -1.808 1.307 -3.505 0.119
C -0.560 4.857 1.205 -0.069
C -1.433 5.881 0.478 -0.204
C -2.466 6.370 1.461 -0.185
N -3.453 7.352 1.061 -0.253
C -4.220 6.897 -0.142 0.022
C -2.788 8.650 0.633 -0.104
C -3.745 9.775 1.121 -0.162
C -4.170 9.194 2.444 -0.155
C -4.444 7.655 2.225 -0.035
H -0.122 4.083 0.565 0.055
H -1.101 4.348 2.019 0.078
H 0.274 5.343 1.759 0.087
H -1.901 5.428 -0.372 0.074
H -0.843 6.684 0.042 0.116
H -2.002 6.756 2.347 0.138
H -3.084 5.568 1.792 0.087
H -4.742 7.788 -0.537 0.110
H -4.828 6.001 0.161 0.100
H -3.391 6.653 -0.867 0.108
H -2.609 8.668 -0.446 0.134
H -1.875 8.817 1.162 0.124
H -4.625 9.919 0.492 0.111
H -3.166 10.710 1.172 0.122
H -5.072 9.702 2.891 0.133
H -3.350 9.287 3.150 0.109
H -5.401 7.259 1.905 0.116
H -4.080 7.243 3.143 0.109
C -2.746 -7.877 -0.416 -0.086
C -1.984 -7.029 0.592 -0.253
C -2.325 -5.633 0.475 -0.167
N -1.713 -4.659 1.407 -0.247
C -2.207 -3.283 1.098 0.026
C -1.974 -4.991 2.841 -0.098
C -0.713 -5.683 3.416 -0.119
C 0.391 -4.914 2.687 -0.118
C -0.202 -4.689 1.251 -0.049
H -2.425 -8.891 -0.454 0.067
H -2.623 -7.465 -1.452 0.096
H -3.800 -7.911 -0.195 0.070
H -0.894 -7.284 0.517 0.132
H -2.188 -7.460 1.588 0.115
H -3.366 -5.511 0.716 0.140
H -2.064 -5.305 -0.517 0.142
H -3.225 -3.335 1.456 0.109
H -2.326 -3.034 0.051 0.054
H -1.622 -2.599 1.743 0.097
H -2.275 -4.157 3.450 0.131
H -2.847 -5.649 2.813 0.129
H -0.621 -5.616 4.520 0.100
H -0.792 -6.748 3.111 0.111
H 0.680 -4.013 3.105 0.070
H 1.297 -5.501 2.635 0.111
H 0.214 -3.780 0.806 0.099
H -0.001 -5.531 0.585 0.120
C 1.706 -3.696 -2.409 -0.075
C 1.345 -2.797 -1.250 -0.227
C 1.623 -1.267 -1.522 -0.031
N 1.060 -0.328 -0.439 -0.237
C 1.460 1.144 -0.593 0.048
C 1.376 -0.746 0.941 -0.085
C 0.128 -0.540 1.854 -0.090
C -0.927 -0.021 0.890 -0.112
C -0.400 -0.261 -0.538 -0.110
H 1.061 -4.580 -2.321 0.079
H 2.785 -3.946 -2.412 0.077
H 1.413 -3.293 -3.399 0.081
H 1.875 -3.153 -0.368 0.062
H 0.282 -2.995 -0.972 0.093
H 1.228 -1.005 -2.499 0.128
H 2.716 -1.092 -1.543 0.124
H 1.240 1.399 -1.702 0.129
H 2.545 1.239 -0.449 0.071
H 0.930 1.829 0.065 0.106
H 2.313 -0.240 1.168 0.128
H 1.572 -1.802 0.836 0.081
H 0.298 0.145 2.685 0.096
H -0.022 -1.502 2.344 0.089
H -1.157 0.991 1.125 0.104
H -1.871 -0.498 0.958 0.093
H -0.562 0.592 -1.224 0.121
H -0.850 -1.138 -0.944 0.090
C -3.062 -2.973 -2.610 -0.545
O -3.625 -4.264 -2.429 -0.089
O -2.335 -2.627 -1.644 -0.125
C -2.285 -3.083 -3.958 -0.487
F -1.316 -4.004 -4.097 0.135
F -3.169 -3.301 -5.001 0.086
F -1.650 -1.902 -4.227 0.085
C -4.694 -4.878 -3.051 -0.311
C -5.274 -5.829 -2.032 -0.081
H -6.264 -6.251 -2.105 0.066
H -4.551 -6.701 -1.889 0.062
H -5.245 -5.285 -1.072 0.075
H -4.600 -5.405 -4.003 0.109
H -5.520 -4.110 -3.352 0.142
H -3.855 -2.321 -2.943 0.118
C -4.991 3.725 2.034 -0.511
O -3.834 3.383 2.724 -0.096
O -5.216 5.048 1.902 -0.204
C -4.895 3.006 0.685 -0.467
F -5.739 3.386 -0.307 0.106
F -3.662 3.182 0.143 0.103
F -5.122 1.617 0.693 0.062
C -3.744 4.067 3.978 -0.269
C -3.176 3.151 5.004 -0.078
H -2.416 2.491 4.555 0.081
H -2.757 3.632 5.875 0.069
H -3.909 2.463 5.419 0.071
H -4.703 4.507 4.190 0.113
H -3.050 4.952 3.989 0.113
H -5.755 3.165 2.556 0.143
C 2.675 3.338 3.335 -0.370
O 2.951 4.674 3.629 -0.063
O 3.634 2.501 2.902 -0.012
C 1.984 2.665 4.553 -0.544
F 2.926 2.032 5.273 0.141
F 1.365 3.508 5.373 0.163
F 1.069 1.759 4.097 0.108
C 3.868 5.077 4.583 -0.275
C 3.695 6.582 5.022 -0.064
H 2.744 6.776 5.566 0.068
H 4.527 6.965 5.641 0.073
H 3.557 7.112 4.038 0.083
H 4.904 5.032 4.250 0.110
H 3.860 4.371 5.471 0.130
H 1.851 3.377 2.591 0.159
C 4.351 -3.717 0.828 -0.460
O 3.388 -4.727 0.410 -0.116
O 4.499 -2.666 0.127 -0.127
C 3.891 -3.481 2.351 -0.524
F 4.914 -2.769 2.844 0.132
F 2.699 -2.780 2.461 0.094
F 3.775 -4.595 3.013 0.173
C 3.770 -5.831 -0.304 -0.291
C 5.038 -6.560 0.158 -0.056
H 5.101 -7.574 -0.253 0.080
H 5.979 -6.086 -0.183 0.075
H 4.884 -6.672 1.195 0.060
H 3.750 -5.670 -1.371 0.103
H 2.991 -6.512 -0.036 0.103
H 5.278 -4.233 0.933 0.129
C 0.036 3.602 -4.094 -0.470
O 1.288 2.731 -4.006 -0.120
O -0.978 3.025 -4.673 -0.169
C -0.227 3.926 -2.689 -0.497
F -1.199 4.890 -2.724 0.096
F -0.864 2.950 -2.025 0.124
F 0.888 4.374 -1.936 0.087
C 1.572 2.319 -5.339 -0.287
C 2.321 1.003 -5.331 -0.083
H 1.756 0.199 -4.980 0.037
H 2.611 0.665 -6.365 0.094
H 3.236 0.976 -4.823 0.040
H 2.203 3.030 -5.942 0.124
H 0.621 2.182 -5.910 0.113
H 0.441 4.518 -4.615 0.167
C 7.397 -2.808 -2.071 -0.355
O 7.749 -2.172 -3.262 -0.098
O 6.037 -2.996 -1.949 0.007
C 8.188 -4.152 -2.126 -0.548
F 9.470 -3.946 -2.588 0.107
F 8.361 -4.601 -0.896 0.147
F 7.632 -5.088 -2.934 0.136
C 7.240 -2.576 -4.574 -0.199
C 6.643 -1.352 -5.273 -0.055
H 6.054 -1.702 -6.102 0.064
H 5.996 -0.796 -4.573 0.078
H 7.437 -0.732 -5.676 0.071
H 6.466 -3.270 -4.433 0.095
H 8.122 -2.941 -5.058 0.116
H 7.993 -2.363 -1.229 0.182
```

Computed properties:
* LUMO level: 0.0118 hartree
* energy: -5615.97021 Eh
* gap between HOMO and LUMO: 8.13 eV


Record 2
# C9H10N5O3PdS

A molecular structure, C9H10N5O3PdS (ωB97M-V/def2-TZVPD, the Open Molecules 2025 dataset).

Geometry as XYZ:
```
29
Properties=species:S:1:pos:R:3:lowdin_charge:R:1
Pd 0.190 -0.638 -0.114 0.754
N 3.088 1.506 -2.471 0.035
C 2.348 0.745 -1.586 -0.876
S 0.754 0.276 -2.099 0.572
N 2.906 0.413 -0.474 -0.014
N 2.095 -0.382 0.328 -0.171
C 2.651 -0.841 1.384 -0.086
C 2.058 -1.654 2.414 -0.147
C 2.900 -1.992 3.491 -0.076
C 2.482 -2.765 4.544 -0.129
C 1.159 -3.234 4.538 -0.111
C 0.308 -2.926 3.510 -0.030
C 0.709 -2.121 2.406 -0.359
O -0.153 -1.886 1.476 -0.189
H 2.526 2.104 -3.054 0.062
H 3.869 1.974 -2.037 0.079
H 3.694 -0.561 1.515 0.120
H 3.918 -1.616 3.472 0.101
H 3.152 -3.003 5.359 0.085
H 0.801 -3.846 5.358 0.093
H -0.716 -3.280 3.504 0.106
N -1.835 -0.874 -0.537 -0.110
N -2.712 0.111 0.027 -0.022
C -2.226 1.507 0.176 -0.795
O -3.169 2.310 0.150 -0.061
O -1.008 1.639 0.332 -0.096
H -1.951 -0.947 -1.545 0.081
H -2.092 -1.759 -0.113 0.086
H -3.595 0.136 -0.466 0.097
```

Computed properties:
* LUMO level: 0.1103 hartree
* energy: -1374.63823 Eh
* gap between HOMO and LUMO: 7.49 eV
* ΔE to the lowest compared entry with this formula, charge and spin: 0.0 kJ/mol
* charge: -1


Record 3
# C11H18F9NO3P

2 unconnected molecules or ions with the total composition C11H18F9NO3P (ωB97M-V/def2-TZVPD, the Open Molecules 2025 dataset).

Geometry as XYZ:
```
43
Properties=species:S:1:pos:R:3:lowdin_charge:R:1
C 5.722 -1.180 1.118 -0.082
C 6.188 -0.048 0.238 -0.278
O 5.166 0.756 -0.303 -0.132
C 4.389 1.461 0.625 -0.196
C 2.895 1.239 0.359 -0.270
C 2.000 1.765 1.521 -0.073
C 1.095 0.575 1.875 -0.230
C -0.173 0.619 1.043 -0.117
C -1.225 -0.373 1.537 -0.178
O -2.531 0.145 1.328 -0.110
C -3.178 -0.430 0.225 -0.113
C -4.495 0.271 -0.012 -0.541
F -5.248 -0.479 -0.860 0.135
F -5.178 0.459 1.155 0.124
F -4.304 1.504 -0.572 0.120
C 2.010 -0.565 1.478 -0.396
O 2.286 -1.559 2.106 0.118
N 2.637 -0.194 0.238 0.096
H 6.571 -1.786 1.407 0.075
H 5.279 -0.816 2.036 0.062
H 4.968 -1.772 0.623 0.073
H 6.684 -0.488 -0.618 0.113
H 6.946 0.550 0.743 0.114
H 4.574 2.524 0.471 0.126
H 4.646 1.246 1.657 0.119
H 2.702 1.786 -0.553 0.144
H 2.538 2.221 2.339 0.116
H 1.342 2.516 1.101 0.106
H 0.857 0.502 2.928 0.145
H 0.076 0.379 0.018 0.119
H -0.582 1.619 1.035 0.126
H -1.103 -0.551 2.597 0.127
H -1.120 -1.293 0.977 0.125
H -3.400 -1.481 0.397 0.144
H -2.604 -0.347 -0.696 0.147
H 2.112 -0.464 -0.574 0.132
F -6.410 0.247 -4.780 -0.223
P -6.937 -1.187 -4.141 0.355
F -8.084 -0.244 -3.410 -0.222
F -7.212 -2.094 -2.784 -0.223
F -7.990 -1.180 -5.418 -0.223
F -5.360 -1.209 -3.626 -0.230
F -6.549 -2.642 -4.828 -0.224
```

Computed properties:
* LUMO level: 0.0760 hartree
* energy: -1950.78101 Eh
* gap between HOMO and LUMO: 9.75 eV
* charge: -1


Record 4
# C22H39N2O2

2 unconnected molecules or ions with the total composition C22H39N2O2 (ωB97M-V/def2-TZVPD, the Open Molecules 2025 dataset).

Geometry as XYZ:
```
65
Properties=species:S:1:pos:R:3:lowdin_spin:R:1
C 6.183 -3.171 0.564 0.000
O 5.999 -1.937 1.227 0.000
C 5.120 -1.026 0.595 0.000
C 4.614 -0.032 1.631 0.000
C 4.357 1.368 1.074 0.000
C 3.481 1.416 -0.180 0.000
C 2.149 0.666 -0.040 0.000
C 0.998 1.372 -0.760 0.000
C -0.240 0.514 -1.045 0.000
C -1.306 0.462 0.058 0.000
C -0.723 0.222 1.449 -0.001
C -1.774 -0.154 2.491 0.024
C -1.111 -0.426 3.840 0.008
C -2.815 0.962 2.639 0.015
N -2.472 -1.404 2.059 0.401
O -3.510 -1.691 2.742 0.497
C -2.420 -1.834 0.625 0.024
C -1.200 -2.751 0.403 0.012
C -3.666 -2.644 0.306 -0.001
C -2.402 -0.580 -0.263 0.014
H 7.154 -3.200 0.060 0.000
H 6.148 -3.975 1.301 0.000
H 5.401 -3.347 -0.181 0.000
H 4.290 -1.579 0.138 0.000
H 5.644 -0.496 -0.216 0.000
H 5.377 0.024 2.409 0.000
H 3.715 -0.423 2.113 0.000
H 5.323 1.836 0.858 0.000
H 3.886 1.975 1.852 0.000
H 3.270 2.463 -0.415 0.000
H 4.042 1.027 -1.034 0.000
H 2.239 -0.345 -0.451 0.000
H 1.920 0.548 1.020 0.000
H 0.702 2.264 -0.194 0.000
H 1.385 1.739 -1.716 0.000
H 0.067 -0.505 -1.307 0.000
H -0.728 0.919 -1.936 0.000
H -1.795 1.442 0.071 0.000
H -0.202 1.112 1.813 0.000
H 0.024 -0.568 1.399 0.000
H -0.082 -0.769 3.713 0.000
H -1.084 0.486 4.438 0.000
H -1.677 -1.178 4.387 -0.001
H -2.300 1.926 2.659 0.001
H -3.381 0.837 3.560 0.001
H -3.520 0.971 1.807 0.000
H -1.472 -3.784 0.627 0.000
H -0.878 -2.710 -0.640 0.001
H -0.354 -2.497 1.034 0.001
H -3.825 -3.417 1.055 -0.001
H -4.554 -2.017 0.254 0.001
H -3.521 -3.121 -0.666 0.000
H -3.387 -0.114 -0.193 0.000
H -2.312 -0.912 -1.301 0.002
N -3.482 1.126 -3.204 0.000
C -3.546 1.016 -4.529 0.000
C -3.277 2.063 -5.399 0.000
C -2.923 3.292 -4.866 0.000
C -2.853 3.422 -3.488 0.000
C -3.142 2.313 -2.707 0.000
H -3.825 0.041 -4.912 0.000
H -3.345 1.913 -6.468 0.000
H -2.705 4.132 -5.513 0.000
H -2.579 4.360 -3.025 0.000
H -3.096 2.377 -1.624 0.000
```

Computed properties:
* 2S+1: 2
* LUMO level (spin up / spin down): 0.0250 / 0.0249 hartree
* energy: -1121.57997 Eh
* gap between HOMO and LUMO (spin up / spin down): 8.34 / 9.82 eV
* ⟨S²⟩: 0.754


Q: energy of number 2 (C9H10N5O3PdS)?
A: -1374.63823 Eh